1.
The following is a DFT calculation (wB97M-V/def2-TZVPD) of a structure of composition C33H34BF4N7O2PRuS.

ORCA input file:
```
! RIJCOSX wB97M-V def2-TZVPD def2/J DEFGRID3
* xyz 0 2
Ru 0.0551 0.3930 -0.3810
C -1.7665 2.7552 -2.1516
C -0.3287 3.0647 -2.4049
C -0.0130 4.1257 -3.2819
C 1.2854 4.5135 -3.4414
C 2.2931 3.8508 -2.7099
C 3.6472 4.2287 -2.7772
C 4.5958 3.5558 -2.0513
C 4.2243 2.4938 -1.2326
C 2.8999 2.0958 -1.1267
S 2.5112 0.7997 -0.0569
C 1.8967 2.7674 -1.8772
N 0.6020 2.3899 -1.7626
H -2.2126 3.6181 -1.6572
H -1.8686 1.8893 -1.4904
H -2.2991 2.5756 -3.0840
H -0.8150 4.6221 -3.8063
H 1.5588 5.3246 -4.1023
H 3.9261 5.0540 -3.4150
H 5.6366 3.8409 -2.1153
H 4.9631 1.9571 -0.6589
N -1.5490 -1.3101 0.6835
C -1.7554 -2.5173 0.0022
C -2.9903 -3.1552 -0.0050
C -3.1580 -4.3506 -0.6774
C -2.0901 -4.9244 -1.3471
C -0.8649 -4.2820 -1.3774
C -0.6878 -3.0726 -0.7186
P 0.8043 -2.0357 -0.8809
C 1.8609 -2.5085 0.5191
C 3.2130 -2.1828 0.4305
C 4.0552 -2.4190 1.4972
C 3.5571 -2.9820 2.6614
C 2.2211 -3.3289 2.7447
C 1.3690 -3.0916 1.6812
C 1.6448 -2.8873 -2.2596
C 1.4538 -2.4636 -3.5683
C 1.9887 -3.1908 -4.6179
C 2.7320 -4.3311 -4.3672
C 2.9330 -4.7489 -3.0616
C 2.3889 -4.0384 -2.0100
H -0.8758 -1.4077 1.4427
H -2.4143 -0.9294 1.0544
H -3.8214 -2.7079 0.5217
H -4.1218 -4.8367 -0.6761
H -2.2141 -5.8662 -1.8559
H -0.0486 -4.7159 -1.9344
H 3.5970 -1.7418 -0.4806
H 5.0987 -2.1511 1.4243
H 4.2072 -3.1464 3.5066
H 1.8314 -3.7610 3.6530
H 0.3239 -3.3602 1.7585
H 0.8867 -1.5642 -3.7712
H 1.8231 -2.8658 -5.6334
H 3.1545 -4.8971 -5.1837
H 3.5088 -5.6382 -2.8555
H 2.5286 -4.3764 -0.9930
O -0.4525 0.0236 -4.1034
N -1.3602 0.0175 -3.2927
O -1.2934 -0.4518 -2.1507
F 1.3757 -0.8531 4.0971
B 0.3451 -0.2138 3.5008
F 0.6263 0.0025 2.1061
F -0.8190 -0.9788 3.5187
F 0.0696 1.0095 4.0725
C -4.4973 4.0458 3.1426
C -3.8052 3.2129 4.2199
C -4.3623 1.7903 4.2413
C -2.2744 3.2432 4.0549
N -1.8474 2.8203 2.7546
C -1.8284 1.5898 2.2254
N -1.3642 1.6881 0.9951
N -1.1027 2.9797 0.7994
N -1.3847 3.6552 1.8306
H -5.5747 4.0065 3.2813
H -4.2731 3.6673 2.1470
H -4.1807 5.0844 3.1917
H -4.0101 3.6657 5.1945
H -4.3368 1.3387 3.2525
H -5.4006 1.8103 4.5647
H -3.8026 1.1602 4.9284
H -1.7998 2.5897 4.7906
H -1.9003 4.2614 4.1808
H -2.1267 0.7020 2.7374
*
```

As for the expectation value of S²: 1.000. The calculation puts the HOMO energy (spin up / spin down) at -0.2721 / -0.2713 Ha. The calculation puts the LUMO energy (spin up / spin down) at -1.60 / -0.97 eV. For the orbital gap (spin up / spin down), the calculation gives 5.81 / 6.41 eV.

---

2.
The following is a DFT calculation (wB97M-V/def2-TZVPD) of a structure of composition C33H34F5N4O3TeZn.

ORCA input file:
```
! RIJCOSX wB97M-V def2-TZVPD def2/J DEFGRID3
* xyz 1 1
Zn -0.3597 0.3559 -0.5598
C -2.9984 1.1109 2.4737
C -2.1979 2.3392 2.0851
C -2.7739 3.6159 2.1696
C -2.0843 4.7613 1.7287
C -0.7263 4.5990 1.4732
C -0.0758 3.3789 1.4783
C 1.4089 3.3282 1.1931
C -0.8160 2.1517 1.6522
N -0.2302 0.9548 1.3678
C 0.3488 0.0422 2.3235
C 0.6489 0.8040 3.5759
C 0.0501 -1.8936 1.3089
C 0.1411 -3.3690 1.5135
N -0.6093 -1.5844 0.0459
C -1.3586 -2.4782 -0.6621
C -2.7244 -2.7321 -0.3710
C -3.3921 -1.9914 0.7172
C -3.4817 -3.6607 -1.1349
C -2.9815 -4.2785 -2.2364
C -1.6007 -4.0644 -2.5458
C -0.7994 -3.1892 -1.8150
C 0.5492 -2.8738 -2.3576
H -3.7253 1.4481 3.2678
H -2.3479 0.2785 2.7678
H -3.6387 0.8090 1.6509
H -3.7644 3.7034 2.5743
H -2.5520 5.7391 1.6519
H -0.0566 5.4781 1.2190
H 2.0031 3.0546 2.1073
H 1.7583 4.3291 0.8423
H 1.7390 2.6459 0.4112
H 0.9066 1.8330 3.4220
H 1.4713 0.2895 4.0804
H -0.2338 0.7608 4.2168
H -0.7848 -3.8973 1.8297
H 0.8628 -3.5828 2.2959
H 0.3944 -3.8468 0.5644
H -2.7957 -1.9493 1.6349
H -4.2953 -2.5736 1.0039
H -3.6586 -0.9440 0.4103
H -4.5069 -3.8668 -0.8508
H -3.6730 -4.8707 -2.8619
H -1.1582 -4.5656 -3.4110
H 0.6044 -3.3026 -3.3547
H 1.3840 -3.3523 -1.8361
H 0.8153 -1.8165 -2.3482
O 4.1594 3.1050 -5.9358
C 4.7289 2.1452 -5.1463
O 5.8743 1.7774 -5.3829
C 3.9462 1.5965 -4.0116
C 4.5121 0.6324 -3.1124
C 3.7803 0.1418 -2.0422
C 2.4587 0.6581 -1.7316
C 1.8877 1.6052 -2.6202
C 2.6275 2.0011 -3.7643
N 1.6346 0.1685 -0.6552
C 2.1645 -0.4110 0.4303
C 1.3324 -0.9367 1.5851
C 2.2952 -1.5823 2.5047
C 1.9972 -2.0287 3.7994
C 0.6817 -2.1219 4.3352
C -0.5069 -1.7445 3.7447
N -0.6520 -1.1485 2.5105
H 3.5380 3.6655 -5.4313
H 5.4242 0.1450 -3.4560
H 4.0966 -0.6511 -1.4053
H 0.8766 1.9592 -2.4902
H 2.0129 2.6291 -4.3763
H 3.2537 -0.3703 0.5580
H 3.2914 -1.7518 2.1146
H 2.8357 -2.3190 4.4584
H 0.5798 -2.7269 5.2437
H -1.4684 -1.9643 4.2309
F -3.6090 0.9759 -1.2980
Te -2.2730 1.5249 -2.6584
F -3.0048 3.2502 -2.6086
F -3.5174 0.8283 -3.9549
F -1.4968 -0.2160 -2.8131
F -1.0963 2.0990 -4.0007
O -1.0501 1.9373 -1.3322
*
```

The calculation puts the HOMO energy (spin up / spin down) at -0.3868 / -0.4195 Ha. The calculation puts the LUMO energy (spin up / spin down) at -6.96 / -6.38 eV. For the orbital gap (spin up / spin down), the calculation gives 3.56 / 5.04 eV.

---

3.
The following is a DFT calculation (wB97M-V/def2-TZVPD) of an isolated molecule of C33H34N2O4S.

ORCA input file:
```
! RIJCOSX wB97M-V def2-TZVPD def2/J DEFGRID3
* xyz 0 1
O 1.5829 -0.6462 -0.6283
C 0.5791 -0.2926 -0.0270
C -0.7638 -0.6931 -0.5620
C -0.9106 -1.8822 -1.1432
C -2.1890 -2.3312 -1.7803
C -2.0513 -2.3498 -3.2802
C -1.0070 -1.8232 -3.9563
S -1.1477 -1.9459 -5.6750
C -2.6756 -2.7621 -5.5127
C -3.4768 -3.2343 -6.5408
C -4.6504 -3.8806 -6.2137
C -5.0141 -4.0605 -4.8798
C -4.2196 -3.5892 -3.8584
C -3.0322 -2.9186 -4.1595
C -3.3336 -1.4080 -1.3319
C -2.8691 0.0478 -1.3275
O -2.6089 0.4277 -2.6377
C -2.2618 1.7960 -2.8152
C -0.8287 2.0747 -2.4412
C -0.4997 2.8249 -1.3221
C 0.8247 3.0076 -0.9660
C 1.8429 2.4290 -1.7088
C 3.2927 2.6188 -1.3434
O 3.9585 3.5056 -2.2209
C 1.5114 1.6863 -2.8360
C 0.1913 1.5181 -3.2027
O -1.7686 0.2404 -0.4633
N 0.6409 0.4530 1.0939
C -0.4276 0.7211 2.0235
C -0.1866 -0.0536 3.3224
N 1.0897 0.3367 3.8861
C 1.3271 -0.2474 5.1949
C 2.5119 0.3925 5.8673
C 3.4644 -0.3715 6.5257
C 4.5383 0.2348 7.1553
C 4.6737 1.6115 7.1257
C 3.7291 2.3806 6.4658
C 2.6533 1.7750 5.8438
C 2.1575 0.0253 2.9522
C 1.9349 0.7903 1.6497
H -0.0580 -2.5390 -1.1963
H -2.4182 -3.3537 -1.4527
H -0.1369 -1.3535 -3.5415
H -3.1798 -3.0982 -7.5692
H -5.2910 -4.2570 -6.9970
H -5.9323 -4.5797 -4.6473
H -4.5063 -3.7449 -2.8288
H -3.6413 -1.6654 -0.3164
H -4.1881 -1.4928 -2.0011
H -3.6478 0.7042 -0.8914
H -2.9453 2.4276 -2.2305
H -2.4212 1.9793 -3.8816
H -1.2840 3.2625 -0.7207
H 1.0698 3.6006 -0.0967
H 3.3879 3.0669 -0.3522
H 3.7957 1.6400 -1.3390
H 3.8340 3.1900 -3.1231
H 2.2922 1.2219 -3.4221
H -0.0620 0.9440 -4.0816
H -1.3879 0.4500 1.5943
H -0.4262 1.7935 2.2456
H -0.9765 0.1875 4.0380
H -0.2274 -1.1388 3.1092
H 0.4354 -0.0629 5.8047
H 1.4729 -1.3412 5.1361
H 3.3658 -1.4479 6.5482
H 5.2724 -0.3707 7.6667
H 5.5131 2.0840 7.6141
H 3.8317 3.4557 6.4392
H 1.9136 2.3644 5.3240
H 3.1081 0.3259 3.3968
H 2.1989 -1.0574 2.7334
H 2.6976 0.5319 0.9154
H 1.9598 1.8650 1.8509
*
```

The calculation puts the HOMO energy at -0.2965 Ha. The structure (SMILES) is O=C(C1=C[C@H](c2csc3ccccc23)C[C@H](OCc2ccc(CO)cc2)O1)N1CCN(Cc2ccccc2)CC1. The calculation puts the LUMO energy at 0.59 eV. For the orbital gap, the calculation gives 8.65 eV.

---

no.,total energy (hartree)
1,-3070.54402
2,-4268.92373
3,-2086.57236